ORCA calculation (ωB97M-V/def2-TZVPD) on C5H8O in the gas phase.

```
14
Properties=species:S:1:pos:R:3:forces:R:3
C -1.602 -1.194 0.089 -1.3540 -0.9646 1.7884
C 0.014 0.462 0.325 -1.3847 -0.1919 0.2802
C 0.104 1.897 -0.044 -1.7099 2.6424 1.1711
C 1.240 -0.277 0.054 -0.2827 -0.7839 0.0550
C 2.140 -1.048 -0.123 -0.4192 0.7859 0.3451
H -2.388 -1.718 -0.559 0.9158 1.3341 0.8057
H -2.023 -0.889 1.150 0.2845 -1.0244 -1.8586
H -0.851 -2.009 0.295 -0.1733 1.0288 -0.3936
H -0.294 0.299 1.399 0.5929 0.3651 -0.7729
H 0.627 2.516 0.759 -0.3541 -0.8146 -1.3369
H -1.011 2.279 -0.061 2.2196 -0.5635 -0.0088
H 0.512 2.029 -1.051 0.1085 0.0884 0.3600
H 2.995 -1.641 -0.121 0.7550 -0.6204 -0.2779
O -1.118 0.012 -0.452 0.8017 -1.2813 -0.1569
```
Positions in Å, forces in eV/Å.

## Properties
SMILES string: C#C[C@@H](C)OC
Total charge: 0
E in hartree: -270.44047
Frontier orbital gap in hartree: 0.410
Energy above the lowest of the compared OMol25 structures with the same formula, charge and spin in kJ/mol: 308.30
Multiplicity: 1